[1]
Formula: C2H6AlF4NS
Source: the OMol25 dataset
Level of theory: ωB97M-V with the def2-TZVPD basis set

As for the strongest force on any atom: 1.1 eV Å⁻¹. Its LUMO energy is -1.68 eV. Its spin multiplicity is 1. The frontier orbital gap comes out at 9.3 eV.

Each line ends with the Löwdin charge.
Positions of all 15 atoms, in Å:
C: 1.65031 0.72312 2.14807  0.06
C: 1.91611 0.87778 0.85829  -0.21
N: 2.04942 -0.31206 0.00711  -0.29
S: 0.46727 -0.64029 -0.83228  0.95
H: 1.02593 1.44197 2.66011  0.09
H: 2.04273 -0.14883 2.66149  0.08
H: 2.05606 1.82159 0.35126  0.13
H: 2.24388 -1.12629 0.58929  0.13
H: 2.75343 -0.19637 -0.72155  0.13
H: -0.21848 -0.43588 0.29598  -0.07
F: -2.41323 1.02330 -1.96080  -0.20
Al: -3.24930 -0.40675 -1.62128  -0.19
F: -4.23781 -0.84805 -2.89144  -0.17
F: -4.10110 -0.22483 -0.18804  -0.18
F: -1.98524 -1.54841 -1.35620  -0.25


[2]
Formula: C2H6B2
Source: the OMol25 dataset
Level of theory: ωB97M-V with the def2-TZVPD basis set

As for the strongest force on any atom: 3.6 eV Å⁻¹. Its LUMO energy (spin up / spin down) is -0.87 / -0.70 eV. As for the energy above the lowest of the compared OMol25 structures with the same formula, charge and spin: 33.9 kcal/mol. Its spin multiplicity is 1. The frontier orbital gap (spin up / spin down) comes out at 8.2 / 8.1 eV.

Each line ends with the Löwdin charge.
Positions of all 10 atoms, in Å:
B: -0.77364 0.05315 0.18471  -0.41
B: 1.38475 1.21253 -0.52644  -0.06
C: -1.29035 -1.12622 0.95054  0.12
C: 0.64695 -0.02056 -0.29155  -0.06
H: -1.69347 -1.34097 1.97481  0.05
H: -1.18164 1.18665 0.26532  0.06
H: 1.52418 1.29046 -1.71912  0.06
H: 1.98915 1.83737 0.35596  0.06
H: -0.97226 -2.10679 0.47711  0.05
H: 1.27416 -1.01076 -0.26464  0.13


[3]
Formula: C2H6B2
Source: the OMol25 dataset
Level of theory: ωB97M-V with the def2-TZVPD basis set

As for the strongest force on any atom: 8.3 eV Å⁻¹. Its LUMO energy is -0.60 eV. As for the energy above the lowest of the compared OMol25 structures with the same formula, charge and spin: 19.1 kcal/mol. Its spin multiplicity is 1. The frontier orbital gap comes out at 8.6 eV.

Each line ends with the Löwdin charge.
Positions of all 10 atoms, in Å:
B: -2.00679 -0.07200 -0.22393  -0.11
B: 2.02147 -0.03177 0.28088  0.02
C: -0.63071 -0.31826 0.20630  -0.10
C: 0.65385 0.36949 -0.37031  -0.02
H: -2.77149 -0.99854 -0.33349  0.02
H: -2.39819 1.04073 -0.50833  0.03
H: 2.46606 0.72900 1.10323  0.03
H: 2.42637 -1.10642 -0.03151  0.03
H: -0.50350 -1.10935 1.00071  0.08
H: 0.56732 1.09792 -1.06907  0.02


[4]
Formula: C2H6Br2N
Source: the OMol25 dataset
Level of theory: ωB97M-V with the def2-TZVPD basis set

As for the strongest force on any atom: 3.6 eV Å⁻¹. Its LUMO energy is -4.06 eV. Its total charge is +1. As for the energy above the lowest of the compared OMol25 structures with the same formula, charge and spin: 8.2 kcal/mol. Its spin multiplicity is 1. The frontier orbital gap comes out at 10.9 eV.

Each line ends with the Löwdin charge.
Positions of all 11 atoms, in Å:
C: 0.44333 0.59784 0.96912  -0.56
C: -0.35668 0.57374 -0.31050  -0.81
N: -0.30012 -0.88950 -0.73829  0.04
Br: 2.34786 0.11929 0.50119  0.71
Br: -2.22094 0.98582 0.05972  0.81
H: 0.12614 -0.16932 1.62971  0.06
H: 0.47877 1.45815 1.57237  0.06
H: 0.26164 1.10576 -1.20787  0.17
H: 0.59698 -1.28455 -0.36804  0.06
H: -1.07053 -1.52926 -0.23003  0.21
H: -0.30645 -0.96798 -1.87739  0.25


[5]
Formula: C2H6BrN
Source: the OMol25 dataset
Level of theory: ωB97M-V with the def2-TZVPD basis set

As for the strongest force on any atom: 3.1 eV Å⁻¹. Its LUMO energy (spin up / spin down) is -0.52 / -2.95 eV. As for the energy above the lowest of the compared OMol25 structures with the same formula, charge and spin: 58.4 kcal/mol. Its spin multiplicity is 1. The frontier orbital gap (spin up / spin down) comes out at 9.6 / 6.6 eV.

Each line ends with the Löwdin charge.
Positions of all 10 atoms, in Å:
C: -0.80868 0.55338 -0.84890  -0.20
C: 0.36479 -0.84578 0.76073  -0.19
N: 0.32190 -0.22645 -0.56749  -0.08
Br: 2.68062 1.60489 -0.03195  0.06
H: -1.31726 0.97831 0.02093  0.08
H: -0.88663 1.29943 -1.56625  0.05
H: -1.63534 -0.07762 -1.13063  0.09
H: 0.40172 -1.99955 0.64937  0.11
H: 1.31292 -0.59861 1.18915  0.00
H: -0.43402 -0.68799 1.52503  0.08


[6]
Formula: C2H6BrN3
Source: the OMol25 dataset
Level of theory: ωB97M-V with the def2-TZVPD basis set

As for the strongest force on any atom: 4.4 eV Å⁻¹. Its LUMO energy (spin up / spin down) is -0.16 / -0.16 eV. As for the energy above the lowest of the compared OMol25 structures with the same formula, charge and spin: 37.7 kcal/mol. Its spin multiplicity is 1. The frontier orbital gap (spin up / spin down) comes out at 8.3 / 8.3 eV.

Each line ends with the Löwdin charge.
Positions of all 12 atoms, in Å:
C: 0.05705 -0.99158 -0.36725  -0.23
C: -0.26679 0.35610 -1.07561  -0.11
N: -0.24987 -0.71184 1.02374  -0.06
N: -0.32531 0.74576 1.12623  -0.13
N: 0.18021 1.42147 0.10408  -0.25
Br: 2.39968 1.41047 0.01479  0.21
H: -0.54465 -1.83212 -0.68341  0.11
H: 1.08851 -1.27825 -0.25823  0.07
H: 0.31096 0.54745 -1.86218  0.03
H: -1.26881 0.61756 -1.35773  0.10
H: -1.23889 -1.15845 1.28652  0.16
H: -0.14210 0.87342 2.04905  0.09


| no. | DFT total energy (eV) |
| --- | --- |
| 1 | -31968.7687 |
| 2 | -3519.4541 |
| 3 | -3520.0952 |
| 4 | -143738.4305 |
| 5 | -73700.3676 |
| 6 | -76680.2259 |